[1]
80
Properties=species:S:1:pos:R:3:lowdin_spin:R:1 method="wB97M-V/def2-TZVPD" gap_ha="0.25409 / 0.27853" multiplicity=3 lumo_energy_ha="-0.12123 / -0.11978" charge=+1
Ti -0.430 -0.502 -1.910 1.79
N -2.530 -1.885 -4.038 0.01
C -1.723 -2.769 -3.376 0.01
C -2.223 -3.898 -2.750 0.01
C -1.375 -4.885 -2.241 0.00
C -0.011 -4.810 -2.392 0.01
C 0.540 -3.671 -3.000 0.00
C 1.921 -3.522 -3.271 0.01
C 2.391 -2.380 -3.849 0.00
C 1.497 -1.320 -4.070 0.01
N 0.200 -1.408 -3.864 0.01
C -0.306 -2.608 -3.412 0.00
H -3.485 -1.802 -3.734 0.00
H -2.119 -1.034 -4.382 0.00
H -3.295 -4.035 -2.688 0.00
H -1.820 -5.750 -1.766 0.00
H 0.636 -5.616 -2.073 0.00
H 2.591 -4.335 -3.018 0.00
H 3.439 -2.251 -4.078 0.00
H 1.868 -0.354 -4.395 0.00
F -2.691 0.086 2.561 0.00
C -1.952 -0.901 2.084 0.00
F -0.703 -0.463 1.909 0.00
F -1.934 -1.912 2.940 0.00
S -2.645 -1.515 0.453 0.00
O -1.424 -1.730 -0.353 0.02
O -3.447 -2.647 0.737 0.00
N -3.500 -0.308 -0.106 0.00
S -2.729 0.771 -0.936 0.01
O -2.570 0.414 -2.344 0.03
O -1.472 1.213 -0.346 0.01
C -3.902 2.188 -0.896 0.00
F -4.097 2.565 0.355 0.00
F -3.342 3.173 -1.586 0.00
F -5.046 1.837 -1.453 0.00
C 3.358 -2.479 1.843 0.00
N 2.821 -1.839 0.650 0.00
C 1.584 -1.887 0.168 0.01
N 1.468 -1.048 -0.855 0.02
C 2.715 -0.503 -0.947 0.01
N 3.557 -0.946 -0.051 0.00
C 2.787 -1.891 3.117 0.00
C 2.936 -2.590 4.312 0.00
C 2.397 -2.088 5.486 0.00
C 1.681 -0.901 5.481 0.00
C 1.531 -0.203 4.289 0.00
C 2.102 -0.690 3.116 0.00
C 0.694 0.993 4.235 0.00
N -0.187 1.397 5.083 0.00
N -0.796 2.511 4.516 0.00
C -0.236 2.688 3.373 0.00
O 0.731 1.767 3.122 0.00
C -0.546 3.661 2.328 0.00
C -1.736 4.381 2.369 0.00
C -2.049 5.241 1.330 0.00
C -1.195 5.371 0.241 0.00
C -0.001 4.664 0.206 0.00
C 0.914 4.721 -0.991 0.00
N 0.728 3.535 -1.835 0.00
C 0.987 2.273 -1.530 0.01
N 0.521 1.469 -2.478 0.01
C -0.046 2.343 -3.362 0.01
N 0.056 3.598 -3.007 0.00
C 0.328 3.827 1.262 0.00
H 4.437 -2.347 1.790 0.00
H 3.140 -3.545 1.790 0.00
H 0.800 -2.510 0.568 0.00
H 2.994 0.218 -1.697 0.00
H 3.466 -3.535 4.324 0.00
H 2.519 -2.638 6.409 0.00
H 1.226 -0.517 6.383 0.00
H 1.973 -0.126 2.201 0.00
H -2.405 4.251 3.209 0.00
H -2.972 5.804 1.357 0.00
H -1.459 6.023 -0.582 0.00
H 1.959 4.751 -0.683 0.00
H 0.709 5.578 -1.627 0.00
H 1.471 1.958 -0.621 0.00
H -0.539 2.039 -4.271 0.00
H 1.268 3.288 1.264 0.00

---

[2]
14
Properties=species:S:1:pos:R:3:nbo_charge:R:1 method="wB97M-V/def2-TZVPD" gap_ha="0.36109 / 0.17835" multiplicity=2 lumo_energy_ha="-0.12457 / -0.30700" charge=+1
C 0.326 -2.271 -0.043 -0.48
N -0.005 -0.940 -0.460 -0.08
C 0.101 0.205 0.376 -0.33
C -0.578 1.519 -0.125 -0.55
S -0.421 3.049 0.798 0.05
H -0.012 -3.024 -0.758 0.27
H -0.310 -2.537 0.800 0.26
H 1.421 -2.243 0.125 0.29
H 0.351 -0.675 -1.389 0.41
H -0.584 -0.050 1.218 0.25
H 1.049 0.453 0.879 0.31
H -0.172 1.506 -1.131 0.22
H -1.636 1.335 -0.266 0.24
H 0.469 3.674 -0.023 0.16

---

[3]
11
Properties=species:S:1:pos:R:3:nbo_charge:R:1 method="wB97M-V/def2-TZVPD" gap_ha=0.28069 lumo_energy_ha=0.15121 charge=-1
C 1.251 -1.349 0.166 -0.65
C -0.084 -1.234 -0.045 0.33
C 2.334 -0.532 -0.229 0.36
N -1.241 -1.218 0.199 0.01
O -2.526 -1.444 0.175 -0.61
O 3.515 -0.751 0.028 -0.69
O -2.384 1.219 -0.465 -1.00
H 1.561 -2.115 0.794 0.22
H 2.159 0.351 -0.927 0.08
H -1.701 1.279 0.254 0.46
H -2.756 0.269 -0.307 0.50

---

Sequential energy relative to the best compared isomer or geometry (same formula, charge and spin) output: 19.9 24.5 105.0 kcal/mol